Record 1
Here is a structure of composition C25H50AuNO7P3 from the Open Molecules 2025 dataset. Energies are from ωB97M-V with the def2-TZVPD basis set.

Atoms and positions in Å:
Au  -0.3379  0.0811  -0.4749
C  -1.6867  -0.7913  4.1668
C  -2.9143  -1.4004  3.5253
C  -3.9960  -1.7592  4.5141
O  -3.4711  -0.3839  2.6067
P  -3.2626  -0.4215  1.0614
O  -1.9172  -0.9675  0.6692
C  -3.4753  1.3076  0.5833
P  -2.1400  2.4265  1.0487
O  -0.7785  1.8562  0.7190
O  -2.1723  2.7079  2.5759
C  -3.2179  3.5390  3.2476
C  -4.0308  2.6398  4.1478
C  -2.4972  4.6350  3.9929
O  -2.5136  3.7080  0.2480
C  -1.7190  4.9696  0.3272
C  -2.7131  6.1012  0.3945
C  -0.8109  5.0218  -0.8768
O  -4.3414  -1.2730  0.3512
C  -5.8286  -1.2025  0.2974
C  -6.2213  -0.4155  -0.9306
C  -6.4279  -0.6726  1.5778
H  -1.2168  -1.5227  4.8264
H  -1.9600  0.0762  4.7671
H  -0.9729  -0.4702  3.4052
H  -2.6421  -2.2671  2.9197
H  -4.3519  -0.8680  5.0315
H  -3.5956  -2.4477  5.2585
H  -4.8374  -2.2482  4.0264
H  -4.4056  1.6872  1.0156
H  -3.5875  1.3493  -0.5032
H  -3.8448  3.9596  2.4570
H  -3.4250  2.2886  4.9839
H  -4.4240  1.7773  3.6120
H  -4.8693  3.2068  4.5525
H  -1.8014  4.2066  4.7139
H  -3.2239  5.2392  4.5365
H  -1.9484  5.2921  3.3200
H  -1.1278  4.9154  1.2440
H  -3.3328  6.1185  -0.5020
H  -2.1788  7.0490  0.4609
H  -3.3592  6.0162  1.2673
H  -1.3999  5.0392  -1.7951
H  -0.1328  4.1681  -0.8837
H  -0.2121  5.9317  -0.8406
H  -6.0929  -2.2498  0.1691
H  -6.0011  0.6479  -0.8150
H  -7.2957  -0.5113  -1.0866
H  -5.7185  -0.7984  -1.8176
H  -6.1732  0.3755  1.7500
H  -6.1249  -1.2570  2.4435
H  -7.5130  -0.7330  1.4941
C  3.5861  -3.9555  2.8920
N  2.7212  -2.9135  2.4056
C  1.6608  -2.3988  3.2300
C  2.8479  -2.3717  1.0352
C  4.0934  -2.6872  0.2852
O  1.9410  -1.6872  0.6596
H  3.2258  -4.3272  3.8456
H  4.5984  -3.5439  3.0118
H  3.6488  -4.7622  2.1574
H  1.8791  -2.6035  4.2744
H  0.7306  -2.9138  2.9462
H  1.5187  -1.3390  3.0307
H  4.4167  -3.7202  0.3905
H  4.8974  -2.0457  0.6588
H  3.9174  -2.4560  -0.7625
C  -1.0618  -0.0969  -3.6671
P  0.2992  0.4567  -2.6260
C  0.5700  2.2026  -2.9423
C  1.7696  -0.4864  -2.9657
C  3.0308  0.0893  -2.7662
C  4.1687  -0.6248  -3.0941
C  4.0569  -1.9173  -3.6007
C  2.8075  -2.5055  -3.7695
C  1.6624  -1.7968  -3.4489
H  -1.3697  -1.1107  -3.4166
H  -0.7486  -0.0556  -4.7126
H  -1.9084  0.5743  -3.5213
H  0.8201  2.3441  -3.9957
H  1.3727  2.5926  -2.3191
H  -0.3462  2.7458  -2.7098
H  3.1268  1.1004  -2.3912
H  5.1428  -0.1684  -2.9808
H  4.9489  -2.4634  -3.8790
H  2.7275  -3.5044  -4.1760
H  0.6930  -2.2523  -3.6068

Energy = -74097.1963 eV
Charge = +3
<S²> = 2.017
E_HOMO (spin up / spin down) = -16.9 / -17.3 eV
Multiplicity = 3

These are the Löwdin partial charges, in e, on atoms 1 to 4:
1. Au 0.923
2. C -0.032
3. C -0.401
4. C -0.020

***

Record 2
Here is a structure of composition C25H50Cl2MnO3P2S from the Open Molecules 2025 dataset. Energies are from ωB97M-V with the def2-TZVPD basis set.

Atoms and positions in Å:
Mn  -0.2458  0.5725  0.4507
Cl  -0.7584  2.7865  -0.5914
P  -0.2758  1.9983  2.3791
C  -1.9604  2.7736  2.4586
C  -0.0387  0.8457  3.8554
C  0.9915  3.3121  2.2790
C  -3.0998  2.0422  1.7251
H  -1.8105  3.7360  1.9370
C  -2.3172  3.0192  3.9258
H  -2.5614  2.0710  4.4213
H  -3.1963  3.6715  3.9747
H  -1.5055  3.5100  4.4751
H  -3.0241  2.1798  0.6385
H  -4.0645  2.4625  2.0504
H  -3.1240  0.9620  1.9135
H  0.6337  3.9311  1.4388
C  2.4073  2.8381  1.9133
C  0.9594  4.1288  3.5744
H  0.0373  4.7221  3.6415
H  1.8106  4.8261  3.6093
H  1.0292  3.4717  4.4589
H  2.4107  1.9161  1.3130
H  3.0211  2.6629  2.8092
H  2.9141  3.6134  1.3161
C  -0.9667  -0.3635  3.7076
H  -0.3339  1.4391  4.7403
C  1.4010  0.3675  4.0331
H  -2.0387  -0.1158  3.6801
H  -0.7834  -1.0471  4.5446
H  -0.7247  -0.9127  2.7886
H  1.7340  -0.1162  3.1086
H  1.4135  -0.3920  4.8196
H  2.0987  1.1609  4.2891
Cl  1.8434  -0.4953  0.8276
H  0.7333  0.8633  -1.5403
P  0.5197  0.6326  -2.9054
C  1.3159  2.0718  -3.6741
C  1.3723  -0.9395  -3.2778
C  -1.1788  0.5544  -3.5223
C  2.3352  2.7680  -2.7643
H  0.4647  2.7544  -3.8395
C  1.9018  1.6717  -5.0223
H  2.7836  1.0331  -4.9147
H  2.2115  2.5813  -5.5448
H  1.1739  1.1671  -5.6689
H  1.8377  3.2408  -1.9083
H  2.8565  3.5488  -3.3318
H  3.0884  2.0637  -2.3921
H  -1.5342  1.5711  -3.3408
C  -2.1189  -0.4110  -2.8276
C  -1.1997  0.3121  -5.0347
H  -0.8703  1.1760  -5.6244
H  -2.2310  0.1130  -5.3597
H  -0.6031  -0.5681  -5.3388
H  -1.7797  -0.7047  -1.8329
H  -2.3018  -1.3355  -3.3899
H  -3.0958  0.0546  -2.6522
C  2.8145  -0.9035  -2.7993
H  1.3089  -0.9473  -4.3784
C  0.6787  -2.1752  -2.7097
H  3.4051  -0.0915  -3.2174
H  3.2944  -1.8418  -3.0776
H  2.8058  -0.8451  -1.7087
H  0.6812  -2.1210  -1.6177
H  1.2662  -3.0598  -2.9912
H  -0.3425  -2.3257  -3.0701
C  1.1999  -6.5260  1.0054
C  0.1427  -5.4736  0.9217
C  -0.2068  -4.7432  2.0752
C  -1.0540  -3.6350  1.9812
C  -1.6689  -3.3357  0.7585
C  -1.3260  -4.0571  -0.3935
C  -0.4778  -5.1535  -0.2942
S  -2.7406  -1.9079  0.6069
O  -3.6376  -2.2428  -0.4756
O  -3.3334  -1.6586  1.9084
O  -1.7595  -0.8211  0.1925
H  2.1385  -6.0869  1.3704
H  0.9481  -7.3464  1.6835
H  1.3739  -6.9547  0.0172
H  0.1855  -5.0389  3.0631
H  -1.2448  -2.9858  2.8418
H  -1.7224  -3.7464  -1.3393
H  -0.2861  -5.7723  -1.1517

Energy = -118659.2345 eV
Charge = 0
<S²> = 3.987
E_HOMO (spin up / spin down) = -8.5 / -7.6 eV
Multiplicity = 4

These are the Löwdin partial charges, in e, on atoms 1 to 4:
1. Mn 0.134
2. Cl 0.047
3. P 0.972
4. C -0.541

***

Record 3
Here is a cluster of 3 separate species, C25H50F5N3O11P2 in total from the Open Molecules 2025 dataset. Energies are from ωB97M-V with the def2-TZVPD basis set.

Atoms and positions in Å:
C  -0.3538  0.5550  -3.9872
C  0.4283  -0.2701  -5.0188
O  -0.1245  -1.5667  -5.0887
C  0.5285  -2.3929  -6.0302
C  1.9555  -2.7568  -5.6582
O  2.8632  -1.7946  -6.1875
C  4.1962  -1.9333  -5.7297
C  5.0172  -1.5576  -6.9887
O  5.4426  -2.2626  -7.8247
N  5.1650  -0.1136  -6.8787
C  5.7013  -0.0494  -5.4818
N  6.9432  -0.8286  -5.5997
N  6.0694  1.2324  -5.0013
C  5.2974  2.2569  -5.0121
C  4.6149  2.7292  -3.7543
C  5.0641  3.0943  -6.2424
C  4.6446  -0.8689  -4.6927
C  4.9852  -1.3217  -3.2885
F  5.5340  -0.2915  -2.6003
F  5.8938  -2.3377  -3.2821
C  3.7751  -1.8243  -2.4479
F  3.5658  -3.1195  -2.7223
F  2.6552  -1.1520  -2.6979
F  4.0504  -1.7485  -1.1507
H  -0.9633  1.3198  -4.4585
H  -1.0171  -0.1137  -3.4389
H  0.3283  0.9669  -3.2465
H  0.3910  0.2410  -5.9870
H  1.4693  -0.2868  -4.6953
H  -0.0231  -3.3337  -6.0173
H  0.4768  -1.9955  -7.0487
H  2.1675  -3.7186  -6.1372
H  2.0224  -2.8695  -4.5769
H  4.3545  -2.9435  -5.3479
H  4.2212  0.2787  -6.8777
H  7.1111  -1.3972  -4.7841
H  7.7024  -0.1869  -5.7642
H  4.3468  3.7841  -3.8193
H  3.7163  2.1392  -3.5724
H  5.3008  2.6454  -2.9134
H  5.9584  3.7097  -6.3599
H  5.0089  2.4464  -7.1158
H  4.2003  3.7415  -6.1212
H  3.7522  -0.2434  -4.6032
C  -6.5158  0.4100  -0.1517
C  -5.6838  -0.3924  -1.1364
O  -4.3279  -0.5363  -0.7130
P  -3.9968  -1.4812  0.5520
O  -4.4419  -2.8531  0.2578
O  -2.3839  -1.5269  0.4416
C  -1.6819  -2.7540  0.2435
C  -1.4498  -3.0228  -1.2277
O  -3.9461  -0.3450  1.7022
C  -4.5956  -0.5801  2.9700
C  -4.1134  -1.8542  3.6352
H  -6.7048  -0.1652  0.7595
H  -7.4819  0.6671  -0.5863
H  -5.9990  1.3257  0.1346
H  -6.1287  -1.3768  -1.3047
H  -5.6507  0.1204  -2.0967
H  -2.2067  -3.5832  0.7170
H  -0.7236  -2.6496  0.7557
H  -2.3733  -2.9632  -1.8033
H  -1.0124  -4.0119  -1.3732
H  -0.7695  -2.2823  -1.6526
H  -5.6794  -0.6072  2.8292
H  -4.3716  0.2820  3.5964
H  -4.4087  -2.7377  3.0614
H  -4.5398  -1.9473  4.6341
H  -3.0253  -1.8603  3.7094
C  -0.6001  -0.1150  5.5710
C  -1.9413  -0.3371  6.2479
O  -2.0100  0.2728  7.5349
P  -2.0708  1.8829  7.6303
O  -3.2702  2.3570  6.9187
O  -2.4142  2.0514  9.1998
C  -3.6133  2.6890  9.6402
C  -4.7235  1.6822  9.8578
O  -0.4997  2.1738  7.8791
C  0.1549  3.2398  7.1587
C  -0.5370  4.5750  7.3496
H  -0.4923  0.9252  5.2502
H  -0.5071  -0.7445  4.6854
H  0.2181  -0.3386  6.2548
H  -2.7562  0.0304  5.6174
H  -2.0993  -1.4043  6.4010
H  -3.9179  3.4671  8.9412
H  -3.3722  3.1823  10.5832
H  -4.8665  1.0550  8.9782
H  -5.6628  2.1881  10.0857
H  -4.4772  1.0202  10.6891
H  0.2121  2.9847  6.0971
H  1.1742  3.2855  7.5374
H  -1.5324  4.5722  6.8956
H  0.0394  5.3739  6.8835
H  -0.6596  4.7958  8.4099

SMILES = CCOCCO[C@H]1C(=O)N[C@@](N)(N=C(C)C)[C@@H]1C(F)(F)C(F)(F)F.CCOP(=O)(OCC)OCC.CCOP(=O)(OCC)OCC
Energy = -85895.1939 eV
Charge = 0
E_HOMO = -8.4 eV
Multiplicity = 1

These are the Löwdin partial charges, in e, on atoms 1 to 4:
1. C -0.048
2. C -0.276
3. O -0.132
4. C -0.181

***

Record 4
Here is a cluster of 3 separate species, C25H50FN3O6P in total from the Open Molecules 2025 dataset. Energies are from ωB97M-V with the def2-TZVPD basis set.

Atoms and positions in Å:
C  2.5157  -1.6567  2.3595
C  1.9879  -0.3649  1.5799
P  3.3471  0.5004  0.6162
C  4.6628  1.2402  1.7285
C  5.6378  0.0234  2.1367
O  2.7356  1.6359  -0.5328
C  2.2904  2.8263  0.0649
O  2.6278  3.9416  -0.3911
C  1.3273  2.8567  1.2874
C  1.7046  3.4818  2.5766
C  0.6989  3.3913  3.6476
N  -0.5193  2.7432  3.4520
C  -0.9001  2.1739  2.2488
C  -2.3151  1.4847  2.2029
C  -2.6014  0.7406  0.8490
C  -1.6422  -0.5218  0.6349
F  -1.1221  -0.4370  -0.6882
C  0.0014  2.1898  1.1015
H  3.3217  -1.3944  3.0930
H  1.6423  -2.0492  2.9530
H  2.8233  -2.4713  1.6417
H  1.1375  -0.5868  0.8837
H  1.5866  0.3187  2.3980
H  4.2688  1.6402  2.7166
H  5.2654  2.0616  1.2620
H  5.4947  -0.7620  1.3371
H  6.7157  0.3198  2.1377
H  5.3018  -0.4512  3.1028
H  2.6897  3.9938  2.7390
H  0.9394  3.8169  4.6482
H  -1.1647  2.7054  4.2432
H  -2.3026  0.6919  3.0136
H  -3.1255  2.2120  2.5070
H  -2.5293  1.3861  -0.0649
H  -3.6442  0.3057  0.8997
H  -2.2256  -1.4817  0.7369
H  -0.8104  -0.5248  1.4041
H  -0.2364  1.7195  0.1120
C  -3.3636  -8.5257  2.9982
O  -3.7454  -7.4983  2.0963
C  -4.3446  -6.3792  2.7442
C  -3.4561  -5.1501  2.5976
N  -2.2410  -5.2848  3.3990
C  -1.2445  -4.2512  3.1270
C  -0.5995  -4.2458  1.7361
O  0.2158  -5.3756  1.4791
C  -0.4731  -6.4956  0.9395
H  -3.0097  -9.3742  2.4125
H  -2.5516  -8.1922  3.6510
H  -4.2166  -8.8519  3.6007
H  -4.5721  -6.5838  3.7947
H  -5.2926  -6.1877  2.2322
H  -4.0090  -4.2647  2.9272
H  -3.2184  -5.0354  1.5332
H  -1.8218  -6.1885  3.2122
H  -0.4470  -4.3858  3.8646
H  -1.6902  -3.2680  3.3210
H  0.0746  -3.3817  1.6970
H  -1.3284  -4.0939  0.9316
H  -1.3203  -6.2022  0.3147
H  -0.8064  -7.1595  1.7404
H  0.2304  -7.0579  0.3242
C  -1.1957  5.2254  -7.4266
O  0.1749  5.3550  -7.0855
C  0.4161  6.3705  -6.1132
C  0.9224  5.7486  -4.8179
N  -0.1407  5.0031  -4.1456
C  0.3336  4.1953  -3.0229
C  1.2628  3.0254  -3.3481
O  0.6318  1.9899  -4.0881
C  0.6719  2.1583  -5.4979
H  -1.2741  4.5034  -8.2396
H  -1.7776  4.8556  -6.5771
H  -1.6037  6.1807  -7.7707
H  -0.4674  6.9921  -5.9385
H  1.1998  7.0171  -6.5193
H  1.2819  6.5409  -4.1547
H  1.7665  5.0959  -5.0687
H  -0.5857  4.3871  -4.8162
H  -0.5593  3.7909  -2.5323
H  0.8213  4.8500  -2.2928
H  1.5568  2.5760  -2.4033
H  2.1973  3.3389  -3.8251
H  1.5721  2.6813  -5.8295
H  -0.2203  2.6854  -5.8443
H  0.6609  1.1677  -5.9551

Energy = -55485.8228 eV
Charge = +1
E_HOMO = -10.2 eV
Multiplicity = 1

These are the Löwdin partial charges, in e, on atoms 1 to 4:
1. C -0.132
2. C -0.403
3. P 1.016
4. C -0.384

***

Record 5
Here is a structure of composition C25H50NO4PReSi from the Open Molecules 2025 dataset. Energies are from ωB97M-V with the def2-TZVPD basis set.

Atoms and positions in Å:
C  -4.2236  -1.6751  -3.8082
C  -2.9217  -1.2471  -4.0304
C  -2.1579  -0.5883  -3.0408
C  -2.6741  -0.4274  -1.7192
C  -4.0403  -0.7824  -1.5448
C  -4.7609  -1.4714  -2.5406
C  -0.7553  -0.1842  -3.4089
C  -0.2161  1.2521  -3.1536
N  -1.0735  2.1068  -2.3508
Re  -1.5933  0.0223  0.0465
C  -4.6632  -0.4518  -0.2205
P  -3.5587  0.9077  0.5476
H  -2.4951  -1.4143  -5.0201
H  -5.7626  -1.8231  -2.3193
H  -4.8139  -2.1595  -4.6015
H  -4.6314  -1.3034  0.4824
H  -5.7003  -0.1017  -0.3046
H  -0.0632  -0.8635  -2.8737
H  -0.6032  -0.3741  -4.4854
H  0.7305  1.1200  -2.5843
C  -3.7742  0.7723  2.3400
C  -4.4505  2.4322  0.0243
H  0.0167  1.7530  -4.1438
C  -2.3175  2.5388  -2.9570
C  -0.3820  3.1910  -1.6684
H  -1.7724  -1.3108  1.3110
H  -2.1834  3.1710  -3.8594
H  -2.9167  1.6585  -3.2204
H  -2.8885  3.1011  -2.2078
H  -0.0119  3.9790  -2.3744
H  -1.0923  3.6276  -0.9390
H  0.4631  2.7728  -1.0870
H  -5.4277  2.5137  0.5342
H  -3.8268  3.3045  0.2841
H  -4.6356  2.4550  -1.0627
H  -4.8377  0.5993  2.5745
H  -3.1209  -0.0597  2.6511
H  -3.3851  1.7240  2.7412
H  -1.5125  -0.6446  1.7402
C  4.7121  -1.6232  -1.7979
C  3.4039  -1.9009  -1.0568
C  2.3788  -2.4997  -2.0206
C  3.6847  -2.8655  0.0885
O  2.9150  -0.6223  -0.5583
Si  1.7356  -0.1729  0.5139
O  0.2472  -0.3580  -0.0678
O  1.9453  -0.9803  1.9260
C  1.2354  -1.8983  2.8482
C  0.4067  -2.9203  2.0800
C  2.3356  -2.5854  3.6504
C  0.3373  -1.1032  3.7865
O  2.0470  1.4542  0.6324
C  2.5256  2.2063  1.7771
C  1.3317  2.6476  2.6211
C  3.4761  1.3354  2.5906
C  3.2556  3.4449  1.2481
H  5.0981  -2.5582  -2.2273
H  5.4672  -1.2209  -1.1153
H  4.5546  -0.9080  -2.6191
H  2.7517  -3.4653  -2.3990
H  1.4168  -2.6682  -1.5208
H  2.2288  -1.8306  -2.8824
H  4.3771  -2.4195  0.8155
H  2.7660  -3.1797  0.6000
H  4.1592  -3.7712  -0.3224
H  1.0331  -3.6249  1.5182
H  -0.1819  -3.5037  2.8079
H  -0.2970  -2.4334  1.3904
H  2.9185  -1.8396  4.2074
H  1.8812  -3.2835  4.3688
H  3.0103  -3.1508  2.9954
H  0.8935  -0.3151  4.3129
H  -0.5079  -0.6483  3.2549
H  -0.0916  -1.8007  4.5265
H  0.7800  1.7843  3.0137
H  1.6985  3.2493  3.4666
H  0.6459  3.2659  2.0239
H  4.2702  0.9329  1.9452
H  3.9326  1.9373  3.3912
H  2.9431  0.4970  3.0560
H  4.1080  3.1586  0.6203
H  2.5743  4.0806  0.6615
H  3.6295  4.0373  2.0983

Energy relative to the best compared isomer or geometry (same formula, charge and spin) = 5.1 kcal/mol
Energy = -55698.5460 eV
Charge = +2
<S²> = 3.864
E_HOMO (spin up / spin down) = -14.7 / -14.7 eV
Multiplicity = 4

These are the Löwdin partial charges, in e, on atoms 1 to 4:
1. C -0.016
2. C -0.011
3. C -0.247
4. C -0.225